{
  "formula": "C4H12NSi",
  "method": "ωB97M-V/def2-TZVPD",
  "symbols": ["C", "C", "C", "C", "N", "Si", "H", "H", "H", "H", "H", "H", "H", "H", "H", "H", "H", "H"],
  "positions_angstrom": [[-2.63856, 1.46329, -0.06135], [-1.86205, 0.43997, -0.45202], [1.63036, -0.03809, -1.01004], [1.14576, -0.49344, 1.20553], [1.91002, 0.33671, 0.34275], [-1.64742, -1.33772, 0.26179], [-2.69992, 2.19279, -0.80932], [-3.39027, 1.51870, 0.62947], [-1.18372, 0.64108, -1.24609], [0.57813, 0.14283, -1.18903], [2.32797, 0.59112, -1.61308], [1.90755, -1.01693, -1.33385], [1.45743, -1.59959, 1.26519], [1.51650, -0.08473, 2.22339], [1.66986, 1.26076, 0.74273], [2.90353, 0.29654, 0.41456], [-1.35206, -2.36190, -0.82015], [-2.27308, -1.95139, 1.44950]],
  "forces_ev_per_a": [[1.32, -1.78, -2.35], [-0.71, -1.24, 2.15], [0.57, 2.77, -2.86], [-0.62, -3.27, 4.37], [-0.12, -0.09, 0.11], [1.66, 1.69, -0.49], [0.26, 1.76, -0.54], [-1.46, -0.34, 2.12], [0.10, -0.04, -0.86], [0.29, 0.05, -0.37], [-1.07, -0.10, -0.21], [0.11, -1.04, 0.93], [0.04, 1.77, -0.75], [-1.69, -0.87, -0.88], [-0.07, 0.05, -1.67], [1.32, -0.37, 0.72], [0.03, 0.64, 0.67], [0.04, 0.39, -0.09]],
  "nbo_charge": [-0.267, -0.670, -0.418, -0.596, -0.531, 1.176, 0.207, 0.210, 0.210, 0.220, 0.221, 0.246, 0.205, 0.191, 0.448, 0.411, -0.138, -0.126],
  "e_above_lowest_ev": 4.6811,
  "energy_ev": -13698.32564,
  "e_homo_ev": -12.4,
  "total_charge": 1
}

***

{
  "formula": "C4H12O",
  "method": "ωB97M-V/def2-TZVPD",
  "symbols": ["C", "C", "O", "H", "H", "H", "H", "H", "H", "C", "C", "H", "H", "H", "H", "H", "H"],
  "positions_angstrom": [[1.41367, -0.27424, -0.70681], [0.83776, -1.59411, -1.15886], [1.64834, -2.70767, -0.58820], [2.01871, 0.25761, -1.55465], [2.18253, -0.56252, 0.04533], [0.73396, 0.48391, -0.35812], [-0.20081, -1.94331, -0.55981], [0.74160, -1.88277, -2.17472], [2.55397, -2.29425, -0.65667], [-0.91645, 1.83916, 0.82272], [-1.97724, 0.76720, 1.01461], [-0.12202, 1.44305, 1.54174], [-0.74831, 2.01065, -0.24690], [-1.21061, 2.75271, 1.30506], [-2.88883, 1.13434, 0.49765], [-2.31578, 0.82819, 2.07323], [-1.75050, -0.25795, 0.70440]],
  "forces_ev_per_a": [[2.13, 0.56, -1.91], [-2.61, -3.24, 3.89], [1.68, 1.99, -0.75], [-1.01, -1.05, 1.26], [-0.74, 0.72, -0.06], [-0.24, -0.19, 0.34], [2.22, 1.71, -1.94], [-0.26, 0.69, -1.15], [-1.03, -1.34, 0.24], [0.69, -1.60, 1.54], [-2.20, 1.31, 0.40], [0.12, 0.89, -1.82], [0.79, -0.05, 0.51], [-0.45, 0.55, -0.07], [0.30, -0.68, -0.11], [0.45, -0.64, -0.48], [0.18, 0.37, 0.11]],
  "nbo_charge": [-0.666, -0.076, -0.728, 0.207, 0.218, 0.240, 0.170, 0.187, 0.446, -0.624, -0.610, 0.209, 0.209, 0.209, 0.196, 0.203, 0.210],
  "e_above_lowest_ev": 1.8290,
  "smiles": "CCO.CC",
  "energy_ev": -6388.29198,
  "e_homo_ev": -10.2
}

***

{
  "formula": "C4H12O",
  "method": "ωB97M-V/def2-TZVPD",
  "symbols": ["C", "C", "O", "H", "H", "H", "H", "H", "H", "C", "C", "H", "H", "H", "H", "H", "H"],
  "positions_angstrom": [[0.60713, -2.20704, 0.64443], [0.37582, -1.66206, -0.74804], [0.80957, -2.59656, -1.74397], [-0.11315, -3.02688, 0.83212], [0.36930, -1.65062, 1.55594], [1.61398, -2.59395, 0.76685], [-0.62278, -1.30187, -0.98134], [1.10047, -0.84232, -0.84490], [0.65085, -3.46537, -1.37167], [-0.26620, 1.87217, -0.12856], [-0.97258, 3.01148, 0.65367], [0.81488, 1.83133, -0.02977], [-0.68311, 0.89536, 0.12011], [-0.42346, 1.95174, -1.20963], [-1.87239, 3.29205, 0.12891], [-0.25209, 3.82805, 0.68684], [-1.13626, 2.66448, 1.66900]],
  "forces_ev_per_a": [[-1.46, -1.39, 0.88], [1.72, 0.81, -0.01], [-0.32, 0.03, 0.40], [0.45, -0.30, -0.39], [0.22, 1.00, -0.60], [0.13, -0.02, -0.18], [-0.18, -0.06, 0.28], [-0.52, 0.24, -0.25], [-0.04, -0.33, -0.16], [-0.61, -0.16, -0.60], [1.63, -0.94, -0.54], [0.07, 0.07, 0.46], [0.10, -0.01, 0.19], [-0.09, 0.24, 0.07], [-0.34, 0.22, 0.24], [-0.41, 0.37, 0.08], [-0.37, 0.24, 0.11]],
  "nbo_charge": [-0.659, -0.071, -0.714, 0.196, 0.229, 0.217, 0.170, 0.173, 0.459, -0.608, -0.609, 0.203, 0.195, 0.202, 0.208, 0.204, 0.204],
  "e_above_lowest_ev": 0.7869,
  "smiles": "CCO.CC",
  "energy_ev": -6389.33413,
  "e_homo_ev": -10.4
}

***

{
  "formula": "C4H12O",
  "method": "ωB97M-V/def2-TZVPD",
  "symbols": ["C", "C", "O", "H", "H", "H", "H", "H", "H", "C", "C", "H", "H", "H", "H", "H", "H"],
  "positions_angstrom": [[1.09603, -0.01974, 1.89618], [0.62487, 1.37841, 1.65017], [0.09701, 1.36356, 0.35223], [0.58790, -0.86275, 2.28301], [2.20867, 0.00926, 2.10239], [0.98375, -0.68678, 0.89163], [-0.41033, 1.47915, 2.26620], [1.27174, 2.22076, 1.88312], [0.50878, 2.02624, -0.14913], [-1.42664, -1.79258, -1.96883], [-0.35741, -0.77817, -1.75430], [-1.69159, -1.80953, -2.89805], [-1.07912, -2.80296, -1.72889], [-2.31840, -1.59090, -1.37256], [-0.77903, 0.05884, -1.13363], [-0.10200, -0.42442, -2.71664], [0.42237, -1.25289, -1.18463]],
  "forces_ev_per_a": [[3.42, -1.95, -3.21], [-5.04, -1.13, 1.94], [-0.51, 0.05, -0.33], [-1.00, 0.23, 2.57], [-1.27, -0.68, 0.15], [0.98, 2.35, 1.07], [2.54, 0.35, -0.54], [0.27, -0.33, -0.05], [0.74, 1.37, -1.28], [0.42, -1.15, 5.13], [-1.23, 0.93, 1.71], [-1.85, -0.19, -5.66], [-0.16, 0.05, 0.07], [0.02, -0.17, 0.06], [0.78, -0.75, -0.81], [1.10, 0.63, -0.75], [0.80, 0.38, -0.10]],
  "nbo_charge": [-0.684, -0.082, -0.725, 0.240, 0.211, 0.230, 0.157, 0.188, 0.467, -0.589, -0.620, 0.190, 0.191, 0.195, 0.233, 0.199, 0.199],
  "e_above_lowest_ev": 2.6843,
  "smiles": "CCO.CC",
  "energy_ev": -6387.43667,
  "e_homo_ev": -9.9
}

***

{
  "formula": "C4H12O2",
  "method": "ωB97M-V/def2-TZVPD",
  "symbols": ["C", "C", "C", "C", "H", "H", "H", "H", "H", "H", "H", "H", "O", "H", "H", "O", "H", "H"],
  "positions_angstrom": [[1.73769, 1.27204, -0.53265], [0.69592, 1.04698, 0.54155], [0.86042, 0.05920, 1.42802], [-0.19117, -0.24193, 2.46261], [1.42044, 0.64237, -1.36398], [1.81159, 2.34249, -0.70886], [2.70976, 0.88636, -0.22706], [-0.23997, 1.58933, 0.54099], [1.84682, -0.36794, 1.56304], [0.17109, -0.02669, 3.47038], [-1.11955, 0.31639, 2.31141], [-0.54002, -1.27721, 2.44598], [0.33377, -3.57327, -2.28162], [-0.27314, -4.21162, -2.70866], [-0.25189, -2.81433, -2.13251], [-2.61380, 1.82199, -0.88523], [-2.77186, 1.85798, 0.08572], [-3.38433, 2.30723, -1.15444]],
  "forces_ev_per_a": [[-0.64, -0.01, 0.84], [0.94, -1.39, 0.26], [-0.79, 1.35, 0.56], [-0.24, -0.30, 0.07], [0.11, 0.66, -0.55], [0.11, -0.10, -0.72], [0.01, 0.08, 0.16], [-0.03, 0.10, -0.33], [-0.07, -0.44, -0.24], [-0.03, -0.08, 0.02], [0.27, 0.32, -0.12], [0.37, -0.18, 0.03], [-0.99, -0.22, -0.36], [0.63, 0.36, 0.32], [0.36, -0.13, 0.05], [-0.06, -0.06, 1.61], [0.60, -0.34, -0.77], [-0.56, 0.40, -0.83]],
  "nbo_charge": [-0.643, -0.171, -0.200, -0.637, 0.222, 0.213, 0.209, 0.191, 0.192, 0.211, 0.199, 0.212, -0.934, 0.466, 0.469, -0.924, 0.463, 0.463],
  "e_above_lowest_ev": 0.8937,
  "smiles": "C/C=C/C.O.O",
  "energy_ev": -8436.62032,
  "e_homo_ev": -9.0
}

***

{
  "formula": "C4H12O2",
  "method": "ωB97M-V/def2-TZVPD",
  "symbols": ["C", "C", "C", "C", "H", "H", "H", "H", "H", "H", "H", "H", "H", "H", "O", "H", "H", "O"],
  "positions_angstrom": [[1.91321, 1.02868, -0.40700], [0.50929, 0.54072, -0.60960], [-0.51690, 1.01262, 0.22318], [-1.92838, 0.61541, -0.08004], [2.21013, 0.80482, 0.62027], [2.00679, 2.10337, -0.58165], [2.61634, 0.50537, -1.04912], [0.28116, 0.00514, -1.51884], [-0.36370, 1.90613, 0.81334], [-2.36751, 1.20536, -0.87379], [-2.57309, 0.67391, 0.80444], [-1.99193, -0.43219, -0.37887], [-0.32676, -3.15904, -0.69760], [0.02876, -1.81069, 0.22548], [-0.44923, -2.21491, -0.62709], [0.19738, -0.00744, 0.52173], [0.12980, -1.53645, 2.19457], [0.62466, -1.24081, 1.42057]],
  "forces_ev_per_a": [[0.24, -0.31, 0.18], [-0.54, 3.42, -0.27], [0.02, 0.54, -3.70], [-0.48, -0.87, 0.92], [0.01, 0.10, -0.01], [-0.12, -0.07, 0.00], [-0.06, -0.01, -0.09], [-0.27, -0.91, 0.56], [0.56, -0.57, 0.82], [0.07, 0.38, -0.13], [0.17, 0.30, -0.12], [0.32, 0.00, -0.19], [0.23, -0.12, 0.28], [-0.24, -1.34, -0.16], [-0.13, 0.90, -0.16], [0.27, -2.50, 2.60], [0.06, 0.09, -0.23], [-0.11, 0.96, -0.29]],
  "nbo_charge": [-0.667, -0.100, -0.144, -0.672, 0.265, 0.231, 0.236, 0.276, 0.245, 0.236, 0.226, 0.283, 0.468, 0.495, -1.077, 0.416, 0.458, -1.174],
  "e_above_lowest_ev": 3.3365,
  "energy_ev": -8434.17750,
  "e_homo_ev": -8.8
}

***

{
  "formula": "C4H12O2",
  "method": "ωB97M-V/def2-TZVPD",
  "symbols": ["C", "C", "C", "C", "H", "H", "H", "H", "H", "H", "H", "H", "O", "H", "H", "O", "H", "H"],
  "positions_angstrom": [[0.30553, -0.75690, 0.77327], [-0.88121, -0.11357, 0.94054], [-2.01547, 0.32210, -0.04487], [-2.30685, 1.92187, -0.01482], [0.81586, -1.04855, 1.86382], [0.44020, -1.32718, -0.13541], [-1.19979, 0.21413, 2.07013], [-2.04427, 0.01416, -1.16492], [-2.98788, -0.01506, 0.23360], [-1.47772, 2.63772, 0.12346], [-2.75175, 2.09873, -0.97377], [-3.11695, 2.05689, 0.82103], [2.63582, 1.40941, 0.40888], [3.10269, 0.59669, 0.33677], [1.69333, 1.21753, 0.49105], [1.66284, -2.51360, -1.67468], [0.94945, -2.66023, -2.42123], [1.57555, -3.19233, -1.04291]],
  "forces_ev_per_a": [[-1.82, -0.54, 3.54], [-1.06, 0.69, 1.63], [1.00, 1.46, -1.32], [-0.86, -1.37, 1.73], [-0.89, 0.77, -3.45], [0.85, 0.32, -0.06], [0.99, -0.60, -2.83], [1.19, 0.23, 1.85], [-0.44, -0.88, 0.88], [-0.19, -0.71, 0.07], [-0.45, 0.52, -0.36], [1.62, 0.21, -1.56], [-0.48, 1.47, 0.11], [0.26, -1.11, -0.10], [0.24, -0.33, -0.03], [-1.77, 1.17, -3.56], [2.21, 0.19, 2.51], [-0.40, -1.47, 0.96]],
  "nbo_charge": [-0.485, -0.157, -0.457, -0.600, 0.220, 0.229, 0.193, 0.207, 0.216, 0.217, 0.209, 0.200, -0.951, 0.469, 0.482, -0.944, 0.481, 0.470],
  "e_above_lowest_ev": 2.4373,
  "smiles": "C=CCC.O.O",
  "energy_ev": -8435.07678,
  "e_homo_ev": -9.8
}

***

{
  "formula": "C4H12O2",
  "method": "ωB97M-V/def2-TZVPD",
  "symbols": ["C", "C", "C", "C", "O", "H", "H", "H", "H", "H", "H", "H", "H", "H", "H", "O", "H", "H"],
  "positions_angstrom": [[1.47921, -0.48091, -1.29171], [0.41370, -0.03296, -0.30468], [0.54582, -0.62493, 1.07890], [-0.52083, -0.08041, 2.02282], [0.51047, -2.04457, 1.03720], [2.48097, -0.16218, -0.97386], [1.49621, -1.56563, -1.37025], [1.27461, -0.04686, -2.26066], [-0.56575, -0.34006, -0.70980], [0.35958, 1.04705, -0.25740], [1.51425, -0.38281, 1.51406], [-0.41741, -0.57552, 2.99020], [-1.51306, -0.27523, 1.61596], [-0.37271, 0.99568, 2.17057], [-0.12247, -2.31878, 0.36560], [-2.14790, 2.25918, -1.49293], [-1.49163, 2.60221, -2.10435], [-2.92305, 2.02675, -2.02967]],
  "forces_ev_per_a": [[0.34, 0.11, 0.45], [-0.32, -0.39, -0.48], [-0.25, 0.26, 0.31], [0.35, -0.06, 0.05], [0.08, -0.26, -0.02], [-0.18, -0.03, -0.07], [0.02, -0.05, -0.12], [0.06, 0.00, -0.35], [0.06, 0.08, 0.17], [0.08, 0.32, 0.15], [0.26, 0.02, -0.10], [-0.13, 0.03, -0.04], [-0.10, 0.10, 0.07], [-0.18, -0.14, -0.07], [-0.07, 0.03, 0.05], [-0.41, -0.18, -0.07], [-0.04, 0.01, -0.12], [0.45, 0.16, 0.19]],
  "nbo_charge": [-0.604, -0.420, 0.097, -0.621, -0.720, 0.202, 0.209, 0.204, 0.191, 0.211, 0.166, 0.215, 0.202, 0.208, 0.459, -0.940, 0.470, 0.472],
  "e_above_lowest_ev": 0.0000,
  "smiles": "CC[C@@H](C)O.O",
  "energy_ev": -8437.51405,
  "e_homo_ev": -10.1
}

***

no.,M (g mol⁻¹)
1,102.23
2,76.14
3,76.14
4,76.14
5,92.14
6,92.14
7,92.14
8,92.14